DFT (ωB97M-V with the def2-TZVPD basis set) results for 7 unconnected molecules or ions with the total composition C39H88N7O6 at a distorted geometry.

Geometry (Å):
N 0.822590 0.064700 -0.350448
O 0.630340 -0.072970 -1.576428
O -0.022850 0.694050 0.287772
O 1.777380 -0.425300 0.153182
C 3.344660 3.227430 7.774312
C 2.595190 3.598090 6.551862
O 1.375080 3.435660 6.490762
N 3.502420 4.069670 5.440002
H 3.124740 4.899250 5.004972
H 4.399860 4.343110 5.814072
C 3.659630 3.031500 4.317792
H 4.424950 3.288480 7.642602
H 3.116040 2.254150 8.208552
H 3.124000 3.728470 8.716852
H 3.318640 3.553680 3.423832
H 3.164440 2.108250 4.618612
H 4.732870 2.879410 4.203172
C 0.457510 -3.923290 5.901732
C 0.685450 -3.771700 7.379102
O 1.019990 -2.708130 7.928942
N 0.744370 -5.049570 8.135592
H 0.139370 -4.783340 8.899272
H 0.238760 -5.777310 7.650972
C 2.192250 -5.355190 8.560172
H 0.815640 -3.113970 5.265472
H -0.619510 -4.002360 5.753782
H 0.878660 -4.815060 5.437532
H 2.531360 -4.492260 9.133272
H 2.861340 -5.520990 7.715812
H 2.186110 -6.293720 9.114452
C 4.032500 2.804220 -4.825448
C 3.246200 3.886070 -5.560558
C 2.910340 3.284630 -6.923068
C 1.801500 4.066190 -7.624678
C 0.533470 4.055510 -6.695618
C 0.743600 4.653470 -5.345288
N 2.017710 4.121070 -4.730908
O 2.360950 4.707450 -3.485648
C -0.537760 4.207680 -4.485528
C 0.806020 6.182310 -5.473578
C 4.033430 5.182700 -5.716318
H 5.044140 2.744240 -5.226788
H 3.602740 1.803370 -4.866638
H 4.172360 3.009220 -3.764068
H 2.693530 2.216690 -6.898638
H 3.746770 3.278200 -7.621968
H 1.576080 3.632640 -8.599008
H 2.126690 5.064810 -7.916428
H 0.119330 3.051210 -6.606358
H -0.313610 4.518230 -7.202028
H -0.282590 4.423960 -3.448118
H -0.621080 3.120880 -4.491178
H -1.488270 4.703310 -4.682948
H -0.114010 6.530160 -5.943298
H 1.553520 6.633340 -6.126198
H 0.742810 6.714230 -4.524278
H 3.419750 6.013800 -6.063838
H 4.828660 5.156570 -6.461318
H 4.446900 5.448350 -4.743398
C 10.103660 -1.661600 0.531602
C 9.201780 -2.793500 -0.007488
C 8.063020 -2.999980 1.041162
N 7.369070 -4.368680 0.782842
C 8.265430 -5.594510 0.943452
C 6.569670 -4.311870 -0.549718
C 5.574460 -5.468850 -0.508968
C 5.045230 -5.303850 0.899002
C 6.112010 -4.562620 1.680442
H 9.571280 -0.734180 0.742712
H 10.919530 -1.291030 -0.088998
H 10.508780 -1.968510 1.495852
H 9.911190 -3.612160 -0.128478
H 8.844150 -2.459860 -0.981588
H 7.306050 -2.225340 1.163752
H 8.603370 -3.103010 1.982172
H 7.672480 -6.509120 0.941852
H 8.789110 -5.480750 1.892622
H 8.893360 -5.492550 0.058352
H 7.209210 -4.442040 -1.422728
H 6.211870 -3.282270 -0.550188
H 6.038500 -6.444030 -0.656608
H 4.885560 -5.274780 -1.331068
H 4.690360 -6.236430 1.337712
H 4.137630 -4.700240 0.894652
H 6.515670 -5.022280 2.582582
H 5.782960 -3.595200 2.059812
C -6.644470 4.107300 1.258682
C -7.004600 2.984370 2.254352
C -5.972260 2.897860 3.390812
N -6.172180 1.596750 4.320552
C -5.714550 0.394000 3.463152
C -7.597490 1.498590 4.946422
C -7.337580 0.606920 6.185712
C -5.891960 0.913880 6.615522
C -5.237930 1.656350 5.587732
H -6.788620 5.072290 1.744612
H -7.315780 4.226740 0.408282
H -5.630080 4.064620 0.862072
H -7.232300 2.073220 1.701132
H -7.921150 3.257760 2.777132
H -5.849520 3.790420 4.004292
H -5.019060 2.844000 2.864872
H -6.450440 0.020090 2.751282
H -5.472490 -0.357450 4.214702
H -4.783650 0.673520 2.969802
H -8.299760 1.012090 4.269482
H -7.796990 2.540270 5.197822
H -7.413200 -0.452000 5.938632
H -7.982480 0.807900 7.041172
H -5.361450 -0.029960 6.741292
H -5.767640 1.423850 7.570822
H -4.269750 1.218750 5.344362
H -5.106760 2.702490 5.864332
C -7.417780 0.681900 -6.217448
C -6.325990 0.107890 -5.300678
C -6.440700 -1.457030 -5.630878
N -5.289340 -2.342980 -5.058018
C -4.144180 -2.052760 -5.958298
C -5.027340 -2.057330 -3.567738
C -4.275730 -3.229090 -3.047178
C -4.721640 -4.451480 -3.846088
C -5.549000 -3.897360 -4.978778
H -7.479240 1.709770 -5.859968
H -8.378030 0.237810 -5.955138
H -7.089480 0.432810 -7.226548
H -6.529490 0.487320 -4.299318
H -5.366430 0.559200 -5.552988
H -6.493460 -1.652910 -6.701838
H -7.244660 -1.889750 -5.035488
H -3.992320 -1.026870 -5.622748
H -4.534340 -2.130350 -6.973118
H -3.389570 -2.779640 -5.657798
H -4.534580 -1.087570 -3.498138
H -6.018350 -2.081320 -3.114498
H -3.236960 -3.031310 -3.311638
H -4.439060 -3.455220 -1.993478
H -3.959740 -5.158120 -4.175138
H -5.478910 -4.942220 -3.234688
H -5.226340 -4.231560 -5.964828
H -6.601550 -4.152490 -4.855738

Atoms 1-2, force components in eV/Å:
-2.740 0.837 -2.629
0.044 -0.085 -1.058

Its energy relative to the best compared isomer or geometry (same formula, charge and spin) is 2.28 kcal per mole. As for the orbital gap: 2.418 eV. Its net charge is +5. The calculation puts the HOMO energy at -0.524 Ha.

Löwdin population analysis, charges in e, atoms 1 to 2: N -0.726; O -0.112



DFT (ωB97M-V with the def2-TZVPD basis set) results for 19 unconnected molecules or ions with the total composition C39H89BF2O26S at a distorted geometry.

Geometry (Å):
C -1.994927 -2.808003 3.798205
B -2.563713 -2.030518 2.529993
O -3.410761 -2.671965 1.638750
C -2.157708 -0.499722 2.358738
C -2.846078 0.389713 3.166106
C -2.605122 1.749740 3.087937
C -1.658317 2.176268 2.190478
C -0.933651 1.298795 1.392478
C -1.176412 -0.070388 1.464468
C -0.428915 -1.065683 0.567709
C 0.450442 -2.147090 1.349085
C -0.095936 -3.526307 0.894816
C 0.500395 -3.942364 -0.471355
O 1.168747 -3.145535 -1.088384
O 0.231488 -5.176268 -0.938828
C 0.092142 1.931043 0.495776
O 0.363347 1.592087 -0.634399
C 0.814969 3.145421 1.086900
C 2.145122 3.365825 0.813029
C 2.733303 4.504226 1.409905
C 2.030173 5.359192 2.217767
C 2.724867 6.582791 2.817006
C 4.111312 6.832970 2.253742
O 4.305098 7.225315 1.140762
F 5.118884 6.606018 3.131861
C 0.681777 5.103790 2.481123
S -0.302239 6.117595 3.547449
O 0.487844 7.009138 4.335406
O -1.167937 5.351765 4.362858
F -1.146895 7.049734 2.570459
C 0.095178 4.005469 1.886738
C -1.381008 3.652991 2.063383
O -2.268523 4.473582 2.064068
H -2.020727 -3.886828 3.610590
H -2.594430 -2.557021 4.688962
H -0.971660 -2.496488 4.027318
H -4.057417 -3.125982 2.199333
H -3.602271 0.052348 3.873493
H -3.137556 2.467120 3.705526
H 0.259276 -0.572198 -0.118778
H -1.171052 -1.564175 -0.068584
H 1.516367 -2.043924 1.143097
H 0.207345 -2.020655 2.399695
H 0.080732 -4.322753 1.633226
H -1.185804 -3.502275 0.737368
H -0.644126 -5.434010 -0.613709
H 2.718424 2.713852 0.161698
H 3.776841 4.698341 1.179105
H 2.736326 6.489747 3.908848
H 2.091330 7.453604 2.615829
C -1.046853 -1.405329 -4.025970
O -0.935480 -1.366852 -2.608199
H -1.993327 -0.956296 -4.313993
H -0.230513 -0.838863 -4.480119
H -1.018727 -2.443800 -4.376438
H -0.093394 -1.766681 -2.373802
C -5.203556 0.706528 -0.184986
O -5.455453 -0.405947 0.671551
H -6.104972 1.313288 -0.233943
H -4.384262 1.310853 0.213391
H -4.947654 0.360734 -1.189585
H -4.647697 -0.931948 0.702831
C 1.821659 -0.119907 4.368856
O 0.688268 -0.264278 3.516376
H 2.457849 -0.993275 4.241133
H 2.386092 0.777124 4.100591
H 1.505409 -0.055468 5.413032
H 0.130158 0.512365 3.632167
C -7.939325 -3.077034 -0.625206
O -7.394364 -2.629099 0.608292
H -8.225407 -4.119830 -0.515570
H -8.823958 -2.488723 -0.883752
H -7.188683 -2.988318 -1.416961
H -7.143311 -1.702319 0.493742
C -0.318020 -8.789567 0.846197
O -0.022991 -7.426632 0.549018
H -1.370644 -8.861432 1.108119
H -0.121319 -9.418163 -0.025682
H 0.285764 -9.132861 1.689717
H 0.908841 -7.375512 0.318711
C -0.212231 0.989452 -6.756767
O -1.492578 0.379162 -6.663488
H 0.039959 1.419022 -5.788995
H 0.536389 0.242139 -7.028362
H -0.232554 1.782103 -7.509767
H -1.691493 0.006362 -7.529632
C 0.743395 -5.029239 5.392885
O -0.603395 -4.659729 5.651797
H 0.877127 -5.106061 4.315195
H 1.428252 -4.271614 5.785794
H 0.968177 -5.997184 5.851040
H -0.703539 -4.596324 6.609417
C 4.003090 -4.653141 1.326964
O 3.802154 -3.523150 0.483012
H 4.900145 -4.488128 1.919396
H 3.145865 -4.777519 1.998373
H 4.134375 -5.552819 0.723053
H 3.005046 -3.689148 -0.031431
C 0.157558 -2.495291 -8.129956
O -1.180691 -2.097111 -7.839448
H 0.264837 -2.602313 -9.206467
H 0.854137 -1.734846 -7.773055
H 0.372903 -3.453356 -7.649729
H -1.249090 -2.007532 -6.883170
C -6.266476 -6.449795 -0.856229
O -5.468783 -6.266407 0.308243
H -6.350792 -7.516016 -1.052708
H -7.262303 -6.034572 -0.693322
H -5.793390 -5.961075 -1.712264
H -5.407042 -5.319188 0.464991
C 7.377383 -6.645297 0.227670
O 6.085599 -7.236361 0.339489
H 7.628118 -6.191542 1.183275
H 8.123358 -7.406426 -0.014562
H 7.375891 -5.873678 -0.546102
H 5.877586 -7.632472 -0.510843
C -1.235903 -5.653439 9.902801
O -0.424371 -4.893516 9.008339
H -2.191863 -5.147626 10.008917
H -1.402501 -6.656747 9.503952
H -0.755284 -5.723161 10.881056
H 0.416304 -5.352732 8.926074
C 0.547786 10.855928 3.275276
O 0.748053 9.892219 4.300824
H 1.013362 11.788681 3.585399
H 1.008113 10.520280 2.340135
H -0.521035 11.025547 3.115785
H 0.332368 9.072360 4.013445
C 0.726936 0.092123 -10.969602
O 1.576424 0.327797 -9.843567
H 0.620724 -0.979608 -11.108792
H -0.257799 0.532856 -10.788287
H 1.171788 0.529432 -11.862668
H 1.654256 1.279782 -9.741921
C -3.550365 9.443703 1.466485
O -3.779432 8.407825 2.411425
H -4.442515 10.063678 1.416439
H -2.702574 10.062402 1.776600
H -3.353403 9.020402 0.477203
H -2.983645 7.869081 2.444935
C 2.917086 4.730926 -2.972351
O 3.754273 4.945087 -1.837843
H 2.818785 3.659189 -3.127480
H 1.927008 5.160581 -2.799645
H 3.362179 5.183324 -3.861925
H 3.825404 5.897068 -1.720923
C 6.878863 9.685492 3.922096
O 7.016544 8.683920 4.922878
H 7.303195 10.610543 4.304791
H 7.414936 9.393227 3.015078
H 5.822683 9.846068 3.687411
H 6.637433 7.874114 4.570028
C 1.260131 -2.590531 -13.461941
O 1.552291 -1.224820 -13.741182
H 0.206066 -2.668158 -13.205410
H 1.461364 -3.209563 -14.339691
H 1.861504 -2.943064 -12.619337
H 2.485168 -1.172662 -13.965669

Atoms 1-2, force components in eV/Å:
-0.564 0.332 -0.641
0.860 -0.044 0.709

As for the orbital gap: 8.519 eV. The calculation puts the HOMO energy at -0.351 Ha.

Löwdin population analysis, charges in e, atoms 1 to 2: C 0.001; B -0.459